1.
{"formula": "C2H4NO2S", "method": "ωB97M-V with the def2-TZVPD basis set", "de_lowest_kcal_mol": 40.89, "charge": -1, "multiplicity": 1, "species": ["C", "C", "N", "O", "O", "S", "H", "H", "H", "H"], "xyz": [[-0.179, -0.365, 0.215], [1.461, -0.164, 0.046], [-0.470, -0.900, 1.333], [-2.541, 0.114, -1.263], [-0.683, 1.712, -1.625], [-1.477, 0.983, -0.629], [2.034, -1.055, -0.084], [1.794, 0.574, -0.600], [1.590, 0.083, 1.109], [-1.528, -0.984, 1.497]]}


2.
{"formula": "C7H10N3OS", "method": "ωB97M-V with the def2-TZVPD basis set", "de_lowest_kcal_mol": 189.59, "charge": 1, "multiplicity": 1, "species": ["C", "C", "C", "C", "C", "C", "C", "N", "N", "N", "O", "S", "H", "H", "H", "H", "H", "H", "H", "H", "H", "H"], "xyz": [[-0.347, 1.172, -0.308], [-0.273, 2.551, -0.089], [1.404, -1.740, 0.267], [-1.706, -1.653, 1.454], [1.482, -0.478, -0.108], [-1.722, -0.522, 0.857], [0.535, 0.256, -1.059], [-1.648, 1.741, 1.477], [-1.241, 0.677, 0.693], [0.336, 3.533, -0.710], [-1.082, 2.824, 1.002], [-3.411, -0.754, -1.069], [2.122, -2.100, 0.998], [0.699, -2.390, -0.292], [-2.404, -2.539, 1.209], [-1.114, -1.753, 2.408], [2.078, 0.217, 0.367], [0.036, -0.372, -1.757], [1.001, 0.901, -1.751], [0.892, 3.342, -1.464], [0.470, 4.437, -0.186], [-3.054, -2.117, -1.419]]}


3.
{"formula": "C40H36N10O6OsS", "method": "ωB97M-V with the def2-TZVPD basis set", "de_lowest_kcal_mol": 36.73, "multiplicity": 1, "species": ["Os", "C", "N", "C", "N", "C", "N", "C", "C", "C", "C", "C", "C", "C", "N", "N", "C", "O", "C", "C", "C", "C", "C", "C", "N", "C", "N", "C", "N", "C", "H", "H", "H", "H", "H", "H", "H", "H", "H", "H", "H", "H", "H", "H", "H", "H", "C", "C", "C", "C", "C", "C", "C", "H", "H", "H", "H", "H", "C", "S", "C", "O", "H", "H", "H", "H", "H", "H", "N", "C", "C", "C", "N", "H", "H", "H", "H", "O", "C", "O", "C", "C", "C", "C", "O", "C", "O", "C", "C", "H", "H", "H", "H", "H"], "xyz": [[0.313, 1.412, -0.639], [-1.385, -0.407, 4.375], [-0.635, 0.353, 3.390], [-0.627, 0.218, 2.067], [0.248, 1.060, 1.545], [0.739, 1.726, 2.623], [0.236, 1.324, 3.765], [-1.202, -1.899, 4.220], [-2.203, -2.763, 4.649], [-2.054, -4.138, 4.525], [-0.912, -4.669, 3.949], [0.088, -3.805, 3.515], [-0.050, -2.431, 3.662], [1.274, -4.344, 2.845], [1.575, -5.565, 2.573], [2.780, -5.523, 1.861], [3.097, -4.279, 1.771], [2.197, -3.461, 2.378], [4.214, -3.651, 1.058], [5.039, -4.421, 0.242], [6.046, -3.801, -0.476], [6.219, -2.422, -0.400], [5.401, -1.651, 0.414], [5.535, -0.148, 0.466], [4.406, 0.513, -0.169], [3.156, 0.644, 0.284], [2.392, 1.157, -0.666], [3.252, 1.327, -1.711], [4.475, 0.932, -1.449], [4.408, -2.279, 1.156], [-2.443, -0.148, 4.298], [-1.026, -0.060, 5.344], [-1.233, -0.474, 1.508], [1.455, 2.526, 2.537], [-3.115, -2.359, 5.072], [-2.843, -4.797, 4.860], [-0.793, -5.735, 3.818], [0.739, -1.777, 3.316], [4.877, -5.488, 0.173], [6.689, -4.389, -1.115], [6.988, -1.942, -0.992], [6.421, 0.185, -0.071], [5.604, 0.206, 1.496], [2.836, 0.383, 1.277], [2.940, 1.738, -2.655], [3.771, -1.699, 1.812], [0.269, 1.636, -2.422], [0.322, 1.749, -3.795], [1.096, 0.827, -4.565], [1.192, 0.963, -5.932], [0.530, 1.994, -6.601], [-0.251, 2.889, -5.862], [-0.366, 2.783, -4.497], [1.601, 0.014, -4.057], [1.787, 0.254, -6.493], [0.608, 2.090, -7.675], [-0.787, 3.679, -6.375], [-1.003, 3.453, -3.938], [1.265, 6.584, -0.525], [0.954, 4.954, -1.203], [-0.821, 5.083, -1.346], [1.240, 4.005, -0.075], [0.695, 6.696, 0.397], [0.978, 7.338, -1.257], [2.331, 6.653, -0.322], [-1.065, 5.664, -2.235], [-1.246, 5.532, -0.449], [-1.175, 4.063, -1.490], [0.938, -2.391, -0.411], [0.318, -3.556, -0.696], [-0.906, -3.226, -1.226], [-0.926, -1.817, -1.230], [0.194, -1.322, -0.732], [1.867, -2.256, -0.050], [0.790, -4.507, -0.512], [-1.667, -3.900, -1.572], [-1.692, -1.139, -1.571], [-2.651, 2.369, -2.084], [-2.729, 1.794, -1.006], [-1.752, 1.449, -0.246], [-4.095, 1.425, -0.457], [-4.251, 0.846, 0.795], [-5.509, 0.500, 1.297], [-6.586, 0.760, 0.487], [-7.910, 0.510, 0.733], [-8.618, 1.003, -0.406], [-7.667, 1.474, -1.356], [-6.437, 1.338, -0.761], [-5.213, 1.685, -1.263], [-3.365, 0.674, 1.389], [-5.637, 0.051, 2.272], [-9.264, 1.829, -0.097], [-9.197, 0.188, -0.847], [-5.079, 2.136, -2.236]]}


4.
{"formula": "C6H15B", "method": "ωB97M-V with the def2-TZVPD basis set", "de_lowest_kcal_mol": 69.14, "multiplicity": 1, "smiles": "C=C(C)C(C)C.B", "species": ["C", "C", "C", "C", "C", "C", "H", "H", "H", "H", "H", "H", "H", "H", "H", "H", "H", "H", "B", "H", "H", "H"], "xyz": [[-1.766, 0.800, -0.281], [-0.513, 0.532, 0.185], [0.401, 1.732, 0.174], [-0.113, -0.781, 0.651], [-0.497, -0.844, 2.126], [-0.802, -1.884, -0.206], [-2.165, 1.891, -0.422], [-2.560, 0.079, -0.503], [0.607, 2.249, -0.743], [1.389, 1.450, 0.568], [0.073, 2.535, 0.834], [0.938, -0.939, 0.448], [-0.175, -0.006, 2.695], [-1.575, -0.871, 2.160], [-0.046, -1.699, 2.676], [-1.803, -1.878, 0.113], [-0.553, -1.597, -1.240], [-0.303, -2.753, 0.086], [2.379, 0.397, -2.312], [2.193, -0.232, -1.432], [3.546, 0.679, -2.481], [1.363, 0.809, -2.742]]}


5.
{"formula": "C7H16O4", "method": "ωB97M-V with the def2-TZVPD basis set", "de_lowest_kcal_mol": 208.23, "multiplicity": 1, "species": ["C", "C", "C", "C", "C", "C", "C", "H", "H", "H", "H", "H", "H", "H", "H", "H", "H", "H", "H", "H", "H", "H", "H", "O", "O", "O", "O"], "xyz": [[-0.875, 3.208, -1.361], [-0.427, 2.812, 0.865], [0.375, 1.595, 0.812], [0.209, -1.518, -0.093], [-0.894, -1.155, 1.073], [-0.771, -1.927, -1.237], [0.906, -4.052, 0.269], [-0.453, 2.328, -1.817], [-0.564, 3.987, -2.199], [-1.943, 3.173, -1.162], [-1.556, 2.484, 0.696], [-0.216, 3.322, 1.720], [1.463, 1.635, 0.446], [0.642, 1.097, 1.765], [-0.936, -2.411, 1.721], [-0.221, -0.304, 1.814], [-1.888, -0.620, 0.512], [-1.539, -2.699, -0.938], [-0.303, -2.127, -2.331], [-1.209, -0.956, -1.258], [1.839, -4.719, 0.479], [0.600, -4.365, -0.744], [0.154, -4.512, 1.082], [-0.141, 3.758, -0.141], [-0.061, 0.636, -0.265], [0.924, -0.427, -0.291], [1.154, -2.604, 0.478]]}


6.
{"formula": "C5H11O3", "method": "ωB97M-V with the def2-TZVPD basis set", "de_lowest_kcal_mol": 73.18, "charge": -1, "multiplicity": 1, "species": ["C", "O", "C", "C", "C", "C", "O", "H", "H", "H", "H", "H", "H", "H", "H", "H", "H", "H", "O"], "xyz": [[-1.584, 0.294, 0.496], [-1.518, 1.587, -0.058], [-0.525, -0.086, 1.549], [0.905, -0.136, 0.999], [1.223, 0.968, -0.041], [1.360, 0.672, -1.343], [1.577, 1.560, -2.228], [-2.658, 0.202, 0.810], [-1.451, -0.523, -0.308], [-0.774, -1.041, 1.879], [-0.493, 0.642, 2.385], [1.546, 0.099, 1.913], [1.289, -1.195, 0.671], [1.228, 1.936, 0.347], [-0.458, 1.706, -0.114], [1.188, -0.427, -1.571], [-1.029, -1.896, -1.846], [0.416, -2.076, -1.427], [-0.241, -2.284, -2.113]]}


7.
{"formula": "C43H33B2F9O26", "method": "ωB97M-V with the def2-TZVPD basis set", "multiplicity": 1, "e_tot_ev": -124161.7713, "smiles": "COB(O)BCCC(F)(F)C(F)(F)C(F)(F)C(F)(F)F.O=C1C=C(O)C(=O)C=C1O.O=C1C=C(O)C(=O)C=C1O.O=C1C=C(O)C(=O)C=C1O.O=C1C=C(O)C(=O)C=C1O.O=C1C=C(O)C(=O)C=C1O.O=C1C=C(O)C(=O)C=C1O", "species": ["C", "O", "B", "O", "B", "C", "C", "C", "F", "F", "C", "F", "F", "C", "F", "F", "C", "F", "F", "F", "H", "H", "H", "H", "H", "H", "H", "H", "H", "O", "C", "C", "C", "O", "C", "O", "C", "C", "O", "H", "H", "H", "H", "O", "C", "C", "C", "O", "C", "O", "C", "C", "O", "H", "H", "H", "H", "O", "C", "C", "C", "O", "C", "O", "C", "C", "O", "H", "H", "H", "H", "O", "C", "C", "C", "O", "C", "O", "C", "C", "O", "H", "H", "H", "H", "O", "C", "C", "C", "O", "C", "O", "C", "C", "O", "H", "H", "H", "H", "O", "C", "C", "C", "O", "C", "O", "C", "C", "O", "H", "H", "H", "H"], "xyz": [[-6.546, 2.279, -6.835], [-5.417, 2.852, -7.600], [-4.305, 2.926, -6.613], [-4.057, 4.192, -5.837], [-3.298, 1.635, -6.253], [-2.833, 1.490, -4.658], [-2.469, -0.100, -4.297], [-2.232, -0.221, -2.679], [-0.843, -0.790, -2.504], [-2.185, 1.115, -1.991], [-3.244, -1.253, -1.903], [-3.161, -2.558, -2.659], [-2.675, -1.527, -0.564], [-4.824, -0.817, -1.914], [-5.419, -0.681, -3.264], [-5.578, -1.943, -1.246], [-5.179, 0.540, -1.066], [-4.426, 0.709, 0.198], [-5.098, 1.804, -1.852], [-6.631, 0.412, -0.668], [-6.233, 2.080, -5.702], [-6.825, 1.251, -7.335], [-7.483, 3.009, -6.771], [-4.229, 3.902, -4.875], [-2.986, 0.868, -7.107], [-1.866, 2.146, -4.417], [-3.691, 1.920, -3.988], [-1.496, -0.334, -4.947], [-3.321, -0.777, -4.727], [2.066, -0.825, -0.545], [2.696, -1.822, -0.882], [4.161, -1.900, -0.771], [4.817, -2.994, -1.163], [6.194, -3.075, -1.058], [4.097, -4.167, -1.729], [4.729, -5.151, -2.098], [2.630, -4.098, -1.818], [1.973, -3.006, -1.423], [0.594, -2.935, -1.501], [4.672, -1.039, -0.360], [6.430, -3.962, -1.408], [2.117, -4.966, -2.215], [0.359, -2.046, -1.158], [-1.273, 4.330, 4.914], [-2.157, 4.245, 4.068], [-3.348, 5.109, 4.088], [-4.300, 4.980, 3.162], [-5.420, 5.791, 3.173], [-4.196, 3.960, 2.083], [-5.096, 3.853, 1.257], [-2.994, 3.112, 2.049], [-2.040, 3.244, 2.972], [-0.907, 2.452, 2.945], [-3.412, 5.845, 4.880], [-5.959, 5.502, 2.405], [-2.923, 2.387, 1.248], [-0.371, 2.737, 3.717], [-1.568, 10.555, 3.630], [-1.275, 9.916, 4.635], [-0.950, 10.568, 5.913], [-0.620, 9.843, 6.984], [-0.316, 10.449, 8.189], [-0.565, 8.357, 6.924], [-0.241, 7.718, 7.920], [-0.914, 7.704, 5.653], [-1.248, 8.428, 4.583], [-1.579, 7.822, 3.386], [-0.992, 11.649, 5.941], [-0.109, 9.713, 8.806], [-0.887, 6.622, 5.629], [-1.780, 8.557, 2.767], [8.113, -7.179, 4.170], [7.943, -6.848, 3.002], [7.763, -7.833, 1.924], [7.597, -7.439, 0.660], [7.425, -8.359, -0.357], [7.592, -5.996, 0.294], [7.456, -5.665, -0.879], [7.748, -5.010, 1.375], [7.911, -5.404, 2.639], [8.055, -4.483, 3.660], [7.771, -8.879, 2.204], [7.327, -7.827, -1.177], [7.725, -3.964, 1.097], [8.159, -5.015, 4.479], [10.194, -5.498, 5.760], [11.235, -5.837, 5.208], [11.916, -7.102, 5.527], [13.057, -7.434, 4.919], [13.701, -8.622, 5.211], [13.681, -6.540, 3.905], [14.740, -6.864, 3.377], [12.988, -5.287, 3.569], [11.845, -4.957, 4.174], [11.186, -3.782, 3.862], [11.452, -7.741, 6.267], [14.502, -8.630, 4.644], [13.444, -4.656, 2.817], [10.388, -3.771, 4.434], [-13.291, 1.341, -4.394], [-12.250, 1.002, -4.946], [-11.569, -0.262, -4.628], [-10.428, -0.594, -5.235], [-9.784, -1.782, -4.943], [-9.804, 0.299, -6.249], [-8.745, -0.025, -6.777], [-10.497, 1.552, -6.585], [-11.640, 1.882, -5.980], [-12.299, 3.057, -6.293], [-12.033, -0.901, -3.887], [-8.982, -1.791, -5.511], [-10.041, 2.184, -7.337], [-13.097, 3.069, -5.721]]}


8.
{"formula": "C4H8I2O3PV", "method": "ωB97M-V with the def2-TZVPD basis set", "multiplicity": 1, "e_tot_ev": -61584.7101, "species": ["C", "C", "I", "C", "I", "C", "P", "O", "H", "H", "H", "H", "H", "H", "H", "H", "O", "V", "O"], "xyz": [[-0.168, 2.341, 0.659], [1.192, 1.970, -0.170], [0.792, 2.050, -2.366], [1.988, 0.633, 0.301], [3.365, 1.255, 1.937], [1.098, -0.590, 0.910], [0.038, -1.464, -0.472], [-1.469, -1.526, 0.002], [-1.126, 2.057, 0.050], [-0.178, 1.943, 1.768], [-0.185, 3.531, 0.751], [1.939, 2.885, 0.006], [2.651, 0.244, -0.584], [0.257, -0.210, 1.668], [0.510, -2.852, -0.543], [0.248, -0.909, -1.782], [-5.271, -4.260, -1.195], [-3.651, -3.786, -0.711], [-2.030, -3.311, -0.228]]}


9.
{"formula": "C39H44N8OPRu", "method": "ωB97M-V with the def2-TZVPD basis set", "de_lowest_kcal_mol": 0.00, "charge": 2, "s_squared": 8.820, "multiplicity": 6, "species": ["Ru", "C", "C", "N", "C", "C", "C", "C", "C", "C", "C", "N", "C", "C", "C", "C", "C", "C", "C", "C", "N", "C", "H", "H", "H", "H", "H", "H", "H", "H", "H", "H", "H", "H", "N", "C", "C", "C", "C", "C", "C", "C", "C", "N", "C", "H", "H", "H", "H", "H", "H", "H", "H", "O", "P", "N", "C", "C", "C", "C", "N", "C", "C", "C", "C", "N", "C", "C", "C", "C", "H", "H", "H", "H", "H", "H", "H", "H", "H", "H", "H", "H", "H", "H", "H", "H", "H", "H", "H", "H", "H", "H", "H", "H"], "xyz": [[-0.874, 0.073, 0.770], [2.138, 3.286, 2.381], [1.528, 2.225, 1.695], [0.286, 1.835, 1.908], [-0.437, 2.496, 2.848], [0.098, 3.554, 3.601], [1.424, 3.951, 3.337], [-0.684, 4.163, 4.619], [-1.945, 3.700, 4.902], [-2.502, 2.661, 4.158], [-1.803, 2.075, 3.089], [-2.249, 1.081, 2.314], [-3.536, 0.601, 2.284], [-4.703, 1.316, 2.479], [-5.953, 0.672, 2.450], [-6.041, -0.679, 2.258], [-4.871, -1.445, 2.020], [-4.886, -2.846, 1.838], [-3.710, -3.508, 1.623], [-2.524, -2.760, 1.525], [-2.473, -1.455, 1.672], [-3.627, -0.797, 1.973], [3.160, 3.552, 2.151], [2.083, 1.687, 0.939], [1.860, 4.767, 3.898], [-0.255, 4.975, 5.190], [-2.510, 4.132, 5.716], [-3.469, 2.272, 4.437], [-4.659, 2.387, 2.622], [-6.850, 1.257, 2.600], [-7.000, -1.179, 2.279], [-5.825, -3.380, 1.888], [-3.677, -4.582, 1.506], [-1.587, -3.260, 1.311], [-1.643, 1.708, -0.832], [-2.555, 1.163, -1.786], [-3.459, 1.921, -2.473], [-4.311, 1.333, -3.436], [-4.217, 0.004, -3.725], [-3.302, -0.811, -3.014], [-3.154, -2.194, -3.259], [-2.272, -2.922, -2.513], [-1.572, -2.273, -1.480], [-1.683, -0.994, -1.212], [-2.502, -0.240, -2.003], [-0.687, 1.674, -1.195], [-1.865, 2.670, -0.600], [-3.504, 2.989, -2.303], [-5.015, 1.957, -3.966], [-4.836, -0.443, -4.490], [-3.738, -2.660, -4.042], [-2.120, -3.977, -2.684], [-0.902, -2.844, -0.847], [0.871, 0.233, -0.724], [2.295, -0.253, -0.896], [2.654, -1.270, 0.354], [3.717, -2.291, 0.222], [3.099, -3.544, 0.829], [2.256, -2.970, 1.962], [1.657, -1.702, 1.349], [2.525, -1.002, -2.327], [3.630, -0.777, -3.282], [3.535, -1.976, -4.222], [2.041, -2.279, -4.245], [1.638, -2.080, -2.789], [3.370, 0.983, -0.812], [4.714, 0.915, -0.223], [5.216, 2.374, -0.240], [4.093, 3.201, -0.883], [3.271, 2.177, -1.658], [4.606, -1.988, 0.781], [3.999, -2.414, -0.823], [3.849, -4.253, 1.174], [2.466, -4.048, 0.095], [2.896, -2.705, 2.804], [1.488, -3.650, 2.327], [1.491, -0.932, 2.110], [0.695, -1.941, 0.856], [4.593, -0.730, -2.774], [3.485, 0.154, -3.833], [4.085, -2.824, -3.810], [3.944, -1.755, -5.205], [1.809, -3.277, -4.608], [1.520, -1.556, -4.876], [1.808, -2.996, -2.211], [0.595, -1.785, -2.677], [5.377, 0.275, -0.812], [4.655, 0.499, 0.783], [6.136, 2.448, -0.816], [5.445, 2.724, 0.765], [4.475, 3.989, -1.529], [3.470, 3.673, -0.120], [3.708, 2.005, -2.646], [2.227, 2.462, -1.790]]}


10.
{"formula": "C3H5N3O", "method": "ωB97M-V with the def2-TZVPD basis set", "de_lowest_kcal_mol": 211.61, "multiplicity": 1, "smiles": "[O-][C@]12N3CCN1[N@@H+]32", "species": ["O", "C", "N", "C", "C", "N", "N", "H", "H", "H", "H", "H"], "xyz": [[2.972, -0.007, 0.422], [1.381, 0.095, 0.123], [0.532, -0.981, -0.307], [-0.822, -0.879, 0.303], [-0.827, 0.710, 0.531], [0.416, 1.121, -0.177], [0.638, 0.173, -1.123], [-1.111, -1.397, 1.238], [-1.560, -1.179, -0.358], [-1.751, 1.076, -0.157], [-0.857, 1.060, 1.560], [0.989, 0.207, -2.056]]}